[1]
Computed, not measured: C28H21Br4CaClN4O8S3Se as an isolated structure, with ωB97M-V/def2-TZVPD.

```
71
Properties=species:S:1:pos:R:3:forces:R:3
Br -7.36972 -1.15810 -1.63378 0.00 0.00 0.00
Br -4.34912 -4.97281 1.41211 0.00 0.00 0.00
Br -7.29643 -3.88908 0.24738 0.00 0.00 0.00
Br -4.51591 0.41871 -2.31220 0.00 0.00 0.00
Se -1.21807 1.47341 4.65696 0.00 -0.01 0.00
Ca -0.30379 -1.95122 -0.02641 0.02 0.24 -0.34
Cl 1.94476 -3.95059 0.57185 0.06 0.02 0.15
S 0.95437 -2.12472 -6.40664 0.12 0.02 -0.06
S 2.39032 -0.88530 -2.65738 0.09 0.12 0.08
S -1.23206 1.29245 0.16368 0.00 0.10 0.08
O 1.77547 -4.94504 1.59279 0.01 -0.03 0.02
O 0.90643 -4.09123 -0.43532 0.03 -0.09 0.08
O 1.44513 -1.35202 -1.59601 -0.24 -0.15 -0.10
O 3.24218 -4.03644 -0.01262 0.03 0.00 -0.04
O -0.03066 0.39545 0.27329 -0.01 -0.06 0.02
O -2.10698 -3.23679 0.42727 0.02 -0.08 -0.07
O 1.75239 -2.62215 1.17155 0.04 -0.01 0.09
O -2.15039 -1.01629 -1.05806 0.03 0.00 -0.03
N -0.86704 -1.73358 2.59603 0.06 -0.05 -0.03
N 3.23919 -0.52282 -6.89145 0.04 -0.02 0.09
N -1.08763 0.06306 5.73986 -0.01 0.02 0.01
N -1.11021 0.52391 3.17008 -0.01 0.02 0.00
C -0.68611 2.77136 1.03614 0.03 0.01 -0.01
C -3.27780 -1.61421 -0.81778 -0.04 0.04 0.06
C 3.43521 0.30491 -1.80064 0.03 -0.03 -0.01
C 2.31032 -1.20524 -6.70285 -0.07 0.03 -0.10
C -4.46111 -3.44579 0.28785 -0.01 0.04 0.04
C -0.98146 -0.73318 3.52653 0.04 0.01 0.01
C 0.13037 0.65629 -3.18768 -0.05 0.00 -0.08
C 4.15898 1.29655 0.24991 0.01 0.01 0.01
C -1.20535 4.87593 2.06207 0.00 0.01 0.00
C -0.77805 -2.94264 3.05115 -0.06 -0.01 0.00
C -0.97490 -0.98549 4.95517 -0.01 0.01 0.00
C 5.20801 1.91630 -1.82430 -0.01 -0.01 0.03
C 4.38512 1.03312 -2.50543 0.00 0.02 -0.05
C -0.76390 -3.29496 4.45029 0.00 0.00 0.00
C -1.61032 3.76068 1.34291 0.00 -0.01 0.01
C -5.69498 -2.96816 -0.18721 -0.01 -0.02 0.01
C 0.63028 2.87540 1.45343 0.01 -0.01 -0.03
C 3.32671 0.41202 -0.42436 -0.03 -0.03 0.01
C -1.18621 2.01577 -1.51891 0.01 0.02 0.05
C 1.03112 3.99585 2.16887 0.00 -0.01 0.00
C 0.11661 4.99463 2.47486 0.00 0.01 0.00
C -3.24639 -2.82000 -0.00063 -0.03 0.00 -0.01
C 1.48866 0.28411 -3.74664 0.12 -0.07 -0.17
C 0.16507 1.82242 -2.20198 0.01 0.04 0.01
C -4.51948 -1.16858 -1.26424 0.02 0.00 0.01
C -5.72651 -1.83167 -0.96590 -0.01 0.01 -0.01
C 5.09196 2.05260 -0.44533 0.00 0.00 -0.01
C -0.85444 -2.34177 5.39867 0.00 -0.02 0.01
H 0.42740 2.73769 -2.74132 0.01 0.01 0.02
H 2.06082 4.08512 2.49283 0.00 0.00 0.00
H 1.42459 -0.24255 -4.70227 -0.20 -0.02 0.21
H -0.33684 -0.21793 -2.73146 -0.01 0.03 0.07
H -0.67319 -4.34174 4.70475 0.00 0.00 0.00
H -1.98862 1.51280 -2.05599 0.01 -0.06 0.02
H -2.64353 3.65101 1.03111 0.00 0.00 0.00
H 2.59470 -0.19356 0.09670 0.02 0.02 -0.01
H 1.31443 2.06872 1.21906 -0.01 0.02 0.01
H -1.92307 5.64915 2.30715 0.00 0.00 0.00
H -1.44528 3.06633 -1.38329 -0.05 -0.01 -0.04
H -0.72791 -3.74091 2.31847 0.00 0.01 0.00
H 4.08102 1.38624 1.32699 0.00 0.00 0.00
H 5.94405 2.49419 -2.36924 0.00 0.00 0.00
H 5.73819 2.74032 0.08656 0.00 0.00 0.00
H 0.94157 1.66874 -1.44764 0.00 -0.05 -0.04
H 2.13846 1.14709 -3.89715 0.01 0.02 0.05
H -0.84455 -2.55979 6.45823 0.00 0.00 0.00
H 0.43067 5.86350 3.04006 0.00 0.00 0.00
H 4.47858 0.91211 -3.57950 0.00 0.00 -0.01
H -0.51509 0.91840 -4.03097 0.01 0.00 -0.01
```
Positions in Å, forces in eV/Å.

Calculated values
max |F| = 0.4 eV Å⁻¹
E_tot = -16930.38605 Eh
ΔE to the lowest compared entry with this formula, charge and spin = 0.542 eV
HOMO energy = -0.081 Ha
net charge = -2

---

[2]
Computed, not measured: an isolated ion of composition C3H8N3S2 and charge +1, with ωB97M-V/def2-TZVPD.

```
16
Properties=species:S:1:pos:R:3:forces:R:3
S 3.19886 -0.59232 0.12664 2.20 0.17 0.26
S 0.72256 1.04612 1.40953 0.82 -0.73 -2.76
N 0.73874 -0.99435 -0.51760 0.98 -1.31 -0.22
N -0.56256 -0.77461 -0.23933 -3.68 -0.29 -3.35
N 0.08158 2.04035 -1.11649 -3.73 1.68 0.25
C -0.21866 1.73142 0.10326 0.44 0.51 2.98
C -1.16700 -1.44783 0.90774 1.10 -1.46 0.06
C 1.67398 -0.32542 0.13995 -0.86 1.14 1.45
H 1.10127 -1.90341 -0.90060 -0.75 1.06 0.37
H -1.07151 -0.99129 -1.16355 0.66 0.63 2.13
H -1.86762 -2.28137 0.62431 1.11 0.55 0.42
H -1.06948 2.20878 0.62809 -0.19 -0.41 -1.28
H -0.28721 -1.69171 1.53996 -0.77 -0.87 -0.27
H -1.67534 -0.77609 1.54374 -0.96 1.10 0.31
H 0.97112 2.05587 -1.46870 2.85 -0.69 -0.97
H -0.56874 2.69587 -1.61695 0.77 -1.08 0.64
```
Positions in Å, forces in eV/Å.

Calculated values
max |F| = 5.0 eV Å⁻¹
E_tot = -1079.39530 Eh
ΔE to the lowest compared entry with this formula, charge and spin = 3.231 eV
HOMO energy = -0.472 Ha
net charge = +1

---

[3]
Computed, not measured: the molecule C3H7NOS2, with ωB97M-V/def2-TZVPD.

```
14
Properties=species:S:1:pos:R:3:forces:R:3
S -1.78873 -1.27544 0.71848 0.22 -0.34 -0.10
S -0.29781 -2.39165 1.60154 -0.17 0.08 0.09
O 0.70756 1.86733 -2.10646 0.16 0.26 -0.54
N 0.48309 0.72722 1.24339 -0.32 -0.14 -0.22
C 0.95210 1.21948 -1.13589 -0.66 -0.61 0.89
C -0.09628 0.83161 -0.08007 -0.24 0.84 -0.51
C -0.87589 -0.41993 -0.57083 0.32 1.04 0.06
H -0.49896 -3.54334 0.94169 0.00 0.01 -0.06
H 1.95418 0.85398 -0.85385 0.47 0.01 -0.31
H -0.20892 -1.03777 -1.15304 0.08 -0.74 0.12
H 0.94890 1.58121 1.52012 0.00 -0.02 -0.01
H -0.79388 1.68249 -0.13433 0.07 -0.24 0.48
H 1.13205 -0.04346 1.28764 0.22 -0.09 0.14
H -1.61741 -0.05172 -1.27838 -0.15 -0.06 -0.03
```
Positions in Å, forces in eV/Å.

Calculated values
max |F| = 1.3 eV Å⁻¹
E_tot = -1044.85801 Eh
ΔE to the lowest compared entry with this formula, charge and spin = 1.207 eV
HOMO energy = -0.341 Ha